1.
DFT (wB97M-V/def2-TZVPD) results for 2 unconnected molecules or ions with the total composition C17H27F3INO6P.

The calculation puts the orbital gap at 8.16 eV. As for the net charge: +1. The value obtained for the calculated total energy is -57379.1508 eV.

Geometry (Å):
O (2.57714, -1.10159, 3.16494)
C (3.16073, -0.63959, 2.23863)
O (2.55899, 0.21317, 1.33287)
C (2.35870, -0.48706, 0.10076)
C (1.33896, 0.32708, -0.71686)
C (0.33631, -0.58302, -1.36801)
C (0.72924, -1.67402, -2.10286)
C (-0.22533, -2.48049, -2.72196)
C (0.19502, -3.67232, -3.52610)
C (0.23643, -4.92196, -2.59269)
C (1.63004, -5.51450, -2.44520)
I (2.50567, -6.10173, -4.29971)
C (-1.57603, -2.17488, -2.54764)
C (-1.92597, -1.08804, -1.78686)
C (-3.39209, -0.78430, -1.55852)
C (-4.00493, -1.90382, -0.68589)
C (-3.15392, -2.29185, 0.50840)
F (-2.27297, -3.26613, 0.24087)
F (-3.96517, -2.79997, 1.45474)
F (-2.53307, -1.24617, 1.07875)
N (-0.97673, -0.32398, -1.22388)
H (4.23146, -0.82370, 2.06019)
H (3.30849, -0.61539, -0.42244)
H (1.91394, -1.45808, 0.33382)
H (0.85964, 1.07729, -0.08659)
H (1.81508, 0.85880, -1.54324)
H (1.78057, -1.90435, -2.20068)
H (1.17829, -3.47262, -3.94885)
H (-0.50667, -3.85874, -4.33562)
H (-0.10916, -4.65706, -1.58867)
H (-0.46635, -5.66692, -2.96243)
H (2.29521, -4.81485, -1.94200)
H (1.58474, -6.40114, -1.81837)
H (-2.35340, -2.77655, -2.99516)
H (-3.84732, -0.75772, -2.54535)
H (-3.52492, 0.16821, -1.04771)
H (-4.12150, -2.79796, -1.29764)
H (-4.99495, -1.63705, -0.32605)
H (-1.23913, 0.47627, -0.65996)
C (2.23814, 3.14325, 2.53748)
O (1.03985, 3.63582, 3.14482)
P (0.20126, 4.68374, 2.24152)
O (0.15972, 4.09770, 0.87844)
O (1.24596, 5.90676, 2.36871)
C (1.80674, 6.24661, 3.64461)
O (-1.06571, 5.68770, 2.30971)
C (-2.38439, 5.12380, 2.16390)
H (2.88300, 2.78958, 3.34106)
H (2.00277, 2.31538, 1.88192)
H (2.75920, 3.92316, 1.98341)
H (2.85444, 5.94687, 3.66697)
H (1.28470, 5.76158, 4.46819)
H (1.74214, 7.32500, 3.76912)
H (-2.50739, 4.23220, 2.77666)
H (-2.56623, 4.88283, 1.11779)
H (-3.09927, 5.87474, 2.48864)

Atom charges from the natural (NBO) analysis, given in e for atoms 1 to 6:
1. O -0.487
2. C 0.644
3. O -0.553
4. C -0.073
5. C -0.469
6. C 0.318


2.
DFT (wB97M-V/def2-TZVPD) results for a molecular structure, C10H12ClInN2O2PS2.

The calculation puts the orbital gap at 4.61 eV. As for the net charge: +3. The value obtained for the calculated total energy is -66263.2158 eV.

Geometry (Å):
C (-2.85886, -0.30110, 0.76682)
C (-2.28673, 0.13222, -0.57846)
C (-3.29403, -0.00456, -1.72313)
C (-0.92378, -0.60483, -0.93545)
C (0.25276, 0.14120, -0.46619)
C (0.44830, 1.37723, -1.07435)
C (1.50593, 2.22099, -0.78551)
Cl (1.65513, 3.67072, -1.54379)
C (2.48907, 1.80500, 0.18693)
N (3.55392, 2.47385, 0.52870)
S (4.32066, 1.57320, 1.65272)
N (3.31137, 0.32257, 1.68887)
C (2.32209, 0.54339, 0.85572)
C (1.19327, -0.33540, 0.55614)
P (0.98774, -1.90773, 1.38546)
O (-0.47989, -2.42749, 1.33630)
O (1.98105, -3.00811, 0.90604)
S (1.39085, -1.39490, 3.24269)
H (-2.06994, -0.46713, 1.49070)
H (-3.46258, 0.51284, 1.14977)
H (-3.48054, -1.18069, 0.66266)
H (-2.05612, 1.19255, -0.49767)
H (-4.06551, -0.72452, -1.48395)
H (-2.83347, -0.26261, -2.66890)
H (-3.80231, 0.94004, -1.87896)
H (-0.93530, -1.64157, -0.64453)
H (-0.87072, -0.59120, -2.02162)
H (-0.25854, 1.70111, -1.81903)
H (-0.54905, -3.27760, 0.86304)
H (2.15552, -3.03238, -0.05223)
In (6.65970, 2.55491, 0.90120)

Atom charges from the Löwdin analysis, given in e for atoms 1 to 6:
1. C -0.035
2. C -0.354
3. C -0.027
4. C -0.091
5. C -0.101
6. C 0.007


3.
DFT (wB97M-V/def2-TZVPD) results for C7H9N in the gas phase.

The calculation puts the orbital gap at 10.23 eV. The structure (SMILES) is C1[C@H]2[C@H]3C[C@H]4[C@@H]1N4[C@H]32. As for the net charge: 0. The value obtained for the calculated total energy is -8892.0296 eV.

Geometry (Å):
C (-0.07246, 1.38556, -0.74345)
C (1.26821, 0.71352, -0.18624)
C (1.15994, -0.70998, -0.13854)
C (-0.06450, -1.32184, -0.86754)
C (-1.21197, -0.76981, 0.05653)
C (-1.22256, 0.67898, -0.03926)
C (0.83638, -0.00787, 1.08283)
H (-0.09656, 1.30452, -1.81842)
H (-0.28012, 2.37096, -0.37512)
H (2.28873, 1.20305, -0.24256)
H (2.04435, -1.31753, 0.00516)
H (0.04139, -2.43148, -0.98613)
H (-0.27832, -0.83075, -1.85222)
H (-2.10044, -1.24560, 0.13954)
H (-2.05154, 1.43198, 0.15042)
H (1.43054, -0.12580, 1.92124)
N (-0.73660, -0.02438, 1.15316)

Atom charges from the natural (NBO) analysis, given in e for atoms 1 to 6:
1. C -0.422
2. C -0.227
3. C -0.267
4. C -0.416
5. C -0.085
6. C -0.095


Number 1: E_HOMO -11.921 eV, largest force on an atom 5.53 eV Å⁻¹. Number 2: E_HOMO -19.614 eV, largest force on an atom 2.51 eV Å⁻¹. Number 3: E_HOMO -9.155 eV, largest force on an atom 4.22 eV Å⁻¹.